Entry from OMol25: a cluster of 3 separate species, C4H13N2S2 in total at a distorted geometry (ωB97M-V/def2-TZVPD).

The geometry in XYZ format:
```
21
Properties=species:S:1:pos:R:3:forces:R:3
N -1.909 -0.011 -1.713 0.9203 0.6170 -1.2520
C -1.572 1.126 -0.928 -0.0807 1.8618 -0.0953
C -2.617 1.395 0.182 -2.3362 -0.3997 0.0861
S -1.641 1.461 1.709 -0.0388 -4.0278 -1.8747
S 0.967 -1.055 -1.108 -0.4290 0.1502 1.6007
C 1.294 -1.352 0.674 1.2456 0.2502 -1.0174
C 2.815 -1.553 0.640 0.2417 -2.1651 -2.2596
N 3.418 -0.389 0.092 -0.3458 0.5461 -0.6228
H -0.979 -0.348 -1.971 -0.9018 -0.5706 -0.6857
H -2.524 0.150 -2.556 0.7105 -0.2278 1.5150
H -1.594 -0.329 0.698 0.6382 2.2095 2.7235
H -1.259 2.122 -1.448 -0.9922 -1.3941 0.3643
H -0.550 0.977 -0.450 -0.4462 -0.4308 -0.2183
H -3.520 0.585 0.302 2.4965 1.8741 -0.6278
H -3.121 2.339 0.053 -0.0789 0.4318 -0.1712
H 0.794 -2.220 0.977 -1.3519 -1.5215 0.1638
H 0.981 -0.617 1.434 0.0337 0.4782 -0.6981
H 3.245 -1.816 1.562 0.3756 0.0768 1.5998
H 3.077 -2.494 -0.010 -0.5859 1.8497 0.9473
H 3.058 0.402 0.572 0.2792 1.1087 1.2824
H 3.088 -0.146 -0.841 0.6459 -0.7166 -0.7601
```
Forces are in eV/Å.

Computed properties:
- highest occupied orbital energy (eV) = -12.7
- energy (eV) = -28993.6112
- relative energy (zero: lowest compared OMol25 entry of this formula, charge and spin) (eV) = 10.266
- LUMO level (eV) = -8.987
- charge = +1

=====

Entry from OMol25: a cluster of 2 separate species, C4H13N3 in total at a distorted geometry (ωB97M-V/def2-TZVPD).

The geometry in XYZ format:
```
20
Properties=species:S:1:pos:R:3:forces:R:3
N 0.706 -3.291 -0.260 -0.6886 0.0763 -0.3114
C 0.896 -1.862 0.022 0.2213 -0.0261 -0.3074
N 0.159 -1.283 1.142 0.3519 0.2112 0.3756
H 0.776 -3.792 0.622 0.1273 -0.0320 0.0625
H -0.269 -3.453 -0.565 0.5701 0.2195 0.1867
H 1.974 -1.716 0.205 -0.4448 0.0852 0.0479
H 0.669 -1.269 -0.894 0.0517 -0.4980 0.5212
H -0.836 -1.473 1.081 -0.1997 -0.1524 -0.1663
H 0.455 -1.673 2.049 0.0596 0.0987 -0.4522
C -2.142 0.964 -0.713 0.6041 0.9051 -0.2666
C -1.077 1.804 -0.641 -0.8689 -0.8271 -0.1614
N 0.173 1.520 -0.137 -0.3451 1.0920 -0.2721
C 1.026 2.653 0.214 0.0121 -1.1444 0.7797
H -2.115 -0.032 -0.321 0.0681 -0.3473 0.1274
H -3.044 1.260 -1.244 0.2058 0.0959 0.1998
H -1.199 2.812 -1.054 0.2502 -0.2887 0.1241
H 0.282 0.659 0.385 -0.0576 -0.1859 0.2580
H 1.482 2.468 1.204 0.1057 -0.0711 -0.4876
H 1.815 2.769 -0.538 -0.0928 0.4483 0.1967
H 0.418 3.535 0.392 0.0697 0.3409 -0.4547
```
Forces are in eV/Å.

Computed properties:
- highest occupied orbital energy (alpha / beta) (eV) = 1.3 / -4.5
- energy (eV) = -8826.8985
- relative energy (zero: lowest compared OMol25 entry of this formula, charge and spin) (eV) = 0.751
- LUMO level (alpha / beta) (eV) = 3.796 / 3.670
- multiplicity = 2
- charge = -1

=====

Entry from OMol25: a cluster of 2 separate species, C4H13N3 in total at a distorted geometry (ωB97M-V/def2-TZVPD).

The geometry in XYZ format:
```
20
Properties=species:S:1:pos:R:3:forces:R:3
N 1.619 -2.006 2.294 -1.4955 1.8489 -0.8988
C -0.917 2.661 -0.145 0.2169 0.8165 2.4538
C -1.903 1.567 -0.662 -1.9621 2.1702 2.3861
N -1.573 0.215 -0.426 2.9824 -1.6317 -1.7952
C -0.273 -0.221 -1.023 -2.0763 2.6571 0.2309
C 0.306 -1.405 -0.341 0.8743 -5.8667 3.9100
N 1.784 -1.634 -0.350 -3.7394 2.8395 0.8473
H -0.707 2.472 0.990 -0.3190 0.1808 -2.0232
H 2.174 -1.278 2.682 0.4915 0.6921 0.8482
H -1.258 3.776 -0.165 0.1379 -2.2314 -0.4371
H 0.021 2.571 -0.658 0.5652 0.2608 -0.2362
H -2.140 1.829 -1.705 0.0774 -0.4635 -0.0658
H -2.832 1.785 0.007 1.1154 -0.5430 -1.5566
H 2.145 -2.813 2.401 1.1327 -1.9617 0.1566
H 0.448 0.597 -0.908 0.1635 0.4008 -0.5731
H -0.301 -0.539 -2.068 -0.3922 0.4420 -0.1206
H -0.157 -2.389 -0.787 0.3225 1.7577 0.6403
H -0.027 -1.452 0.816 0.6055 0.4904 -2.7595
H 1.649 -1.741 1.281 0.4374 -0.9401 1.4258
H 1.943 -1.994 -1.235 0.8618 -0.9184 -2.4331
```
Forces are in eV/Å.

Computed properties:
- highest occupied orbital energy (eV) = -7.7
- energy (eV) = -8821.4041
- relative energy (zero: lowest compared OMol25 entry of this formula, charge and spin) (eV) = 8.009
- LUMO level (eV) = -3.313
- charge = 0

=====

Entry from OMol25: a cluster of 2 separate species, C4H13N3 in total (ωB97M-V/def2-TZVPD).

The geometry in XYZ format:
```
20
Properties=species:S:1:pos:R:3:forces:R:3
C 0.960 -0.015 0.733 0.0440 -0.8890 0.1526
C -0.211 0.671 0.197 -0.4076 -0.2700 -0.4626
C -0.903 -1.781 -1.292 0.4921 -0.2672 0.0895
C 0.043 1.545 -1.027 0.0024 0.0155 0.1548
N 1.251 0.060 2.050 -0.0078 0.1102 -0.3989
N 1.510 -0.889 -0.105 -0.0784 0.2347 0.1353
N -1.009 1.303 1.243 -0.0473 -0.0016 -0.0323
H -0.721 -0.337 -0.330 0.4176 0.6809 0.4615
H 1.796 -0.661 2.497 -0.0943 0.1328 -0.0476
H 0.593 0.610 2.587 0.0917 -0.0776 0.0032
H 2.209 -1.516 0.273 -0.0645 0.0365 0.0617
H 0.653 -1.370 -0.716 -0.3831 0.3861 -0.1045
H -1.946 0.917 1.264 0.0633 0.0646 -0.0014
H -1.092 2.304 1.109 0.0315 -0.0924 -0.0385
H -1.345 -2.500 -0.596 -0.0529 -0.0683 -0.0129
H -0.367 -2.354 -2.057 -0.0336 -0.1034 -0.0353
H -1.721 -1.287 -1.823 0.0165 0.1584 0.0468
H 0.510 2.495 -0.744 0.0026 -0.0032 -0.0237
H 0.694 1.041 -1.740 -0.0211 -0.0195 0.0318
H -0.904 1.762 -1.525 0.0288 -0.0275 0.0205
```
Forces are in eV/Å.

Computed properties:
- highest occupied orbital energy (eV) = -6.8
- energy (eV) = -8826.6819
- relative energy (zero: lowest compared OMol25 entry of this formula, charge and spin) (eV) = 2.731
- LUMO level (eV) = 0.790
- charge = 0

=====

Entry from OMol25: the molecule C4H13N3 at a distorted geometry (ωB97M-V/def2-TZVPD).

The geometry in XYZ format:
```
20
Properties=species:S:1:pos:R:3:forces:R:3
C 1.421 0.165 -1.280 0.1432 0.2011 0.3634
N 0.831 -0.308 -0.030 3.6557 2.1006 3.0920
N 1.627 0.536 1.231 -0.7778 -1.4702 -1.9777
C -0.501 0.043 0.222 -2.2279 -3.1822 -2.4653
C -1.159 -1.167 -0.955 -0.2574 2.0834 1.7814
C -0.979 -0.408 1.589 0.1460 0.3956 -0.1100
N -0.881 1.372 -0.057 0.3589 0.0896 0.2951
H 0.865 -0.173 -2.153 -0.1410 -0.1403 0.1253
H 2.430 -0.242 -1.346 -0.0342 0.0758 -0.0260
H 1.483 1.260 -1.315 0.0310 0.0224 -0.1195
H 2.143 1.327 0.838 -0.2399 -0.2773 -0.2536
H 2.328 -0.140 1.532 -0.0900 0.0157 -0.2068
H -0.551 -2.049 -1.119 0.3835 0.1489 0.1176
H -1.338 -0.611 -1.872 -0.1030 -0.1361 -0.1633
H -2.098 -1.487 -0.515 -0.2815 0.0244 -0.1515
H -0.603 -1.405 1.794 -0.0388 -0.1011 0.0039
H -0.594 0.275 2.343 0.0195 -0.0250 0.0677
H -2.068 -0.404 1.633 -0.0701 -0.0840 -0.0615
H -0.659 1.720 -0.979 -0.5854 0.0919 0.2510
H -1.698 1.695 0.439 0.1093 0.1668 -0.5623
```
Forces are in eV/Å.

Computed properties:
- highest occupied orbital energy (eV) = -8.5
- energy (eV) = -8826.6090
- relative energy (zero: lowest compared OMol25 entry of this formula, charge and spin) (eV) = 2.804
- LUMO level (eV) = 1.057
- SMILES = CN(N)C(C)(C)N
- charge = 0

=====

Entry from OMol25: the molecule C4H13N3 at a distorted geometry (ωB97M-V/def2-TZVPD).

The geometry in XYZ format:
```
20
Properties=species:S:1:pos:R:3:forces:R:3
C -1.226 -0.169 1.479 0.5033 -0.2659 -1.2833
C -0.105 0.265 0.490 -0.3427 -0.9014 0.9249
C -0.087 1.742 0.204 1.1286 0.8322 -0.3897
N 0.226 2.552 1.381 -0.7350 -0.8763 0.4726
N -0.115 -0.467 -0.764 0.2320 0.2397 -0.2265
C 0.470 -1.801 -0.735 0.4867 1.2364 -0.3947
N 0.964 -2.143 -2.065 -0.0379 -0.0690 0.1513
H -0.916 0.074 2.487 -0.6098 0.4244 0.1991
H -2.160 0.243 1.094 -0.1550 0.3416 0.6983
H -1.365 -1.252 1.424 0.2388 -0.0425 0.0599
H 0.823 0.030 1.025 0.1846 -0.0280 -0.3941
H -1.012 2.057 -0.282 -0.1487 0.1093 0.2931
H 0.715 1.912 -0.528 -0.2722 -0.2681 -0.3279
H 1.194 2.469 1.656 -0.0614 0.1847 -0.1477
H -0.057 3.504 1.294 0.0721 0.4652 -0.0702
H -1.017 -0.419 -1.231 0.0818 -0.2124 0.1830
H -0.211 -2.520 -0.277 0.1495 -0.5393 -0.1975
H 1.375 -1.675 -0.142 -0.2519 -0.2682 0.6236
H 0.665 -3.017 -2.430 -0.3851 -0.6472 -0.1317
H 0.775 -1.418 -2.733 -0.0776 0.2847 -0.0425
```
Forces are in eV/Å.

Computed properties:
- highest occupied orbital energy (eV) = -8.5
- energy (eV) = -8828.5379
- relative energy (zero: lowest compared OMol25 entry of this formula, charge and spin) (eV) = 0.875
- LUMO level (eV) = 1.134
- SMILES = C[C@H](CN)NCN
- charge = 0